# 1
Computed, not measured: a cluster of 10 separate species, C12H38F6N4O12PS in total, with wB97M-V/def2-TZVPD.

Structure (XYZ):
```
74
Properties=species:S:1:pos:R:3:forces:R:3:lowdin_charge:R:1
N 12.165 20.195 0.548 -0.13 -0.28 1.05 0.35
H 13.093 20.593 0.577 0.29 0.72 -0.46 0.16
H 12.235 19.419 1.191 -0.09 -1.17 -0.02 0.16
H 11.849 19.932 -0.374 0.07 -0.26 -0.65 0.16
H 11.462 20.773 0.985 -0.13 0.88 -0.06 0.16
N 4.267 18.990 -3.854 1.34 -0.73 0.33 0.34
H 4.313 17.988 -3.734 -0.37 -0.88 0.00 0.15
H 3.735 19.378 -3.088 -0.81 0.46 -0.32 0.15
H 4.057 19.190 -4.821 -0.86 0.47 -0.26 0.16
H 5.227 19.274 -3.719 0.92 0.55 0.05 0.14
N 9.440 15.480 -2.416 -1.05 1.16 0.25 0.35
H 9.805 15.202 -1.516 0.53 0.03 0.45 0.16
H 10.029 15.230 -3.198 -0.13 -0.75 -0.44 0.17
H 9.250 16.468 -2.504 1.17 1.27 0.35 0.14
H 8.454 15.262 -2.420 -0.50 -1.87 -0.67 0.16
N 5.029 17.987 1.983 0.43 0.84 -0.34 0.33
H 4.555 17.844 2.864 -0.30 -0.23 0.42 0.16
H 5.023 17.168 1.393 -0.12 -0.93 -0.31 0.14
H 5.977 18.303 2.134 0.76 -0.38 0.47 0.15
H 4.636 18.764 1.472 -0.84 0.21 -0.20 0.14
C 3.500 12.776 -1.277 1.55 1.73 0.63 -0.40
O 4.209 14.025 -1.334 -0.75 -0.72 -0.17 -0.56
H 3.758 12.117 -2.107 -0.12 -0.07 -0.53 0.03
H 3.811 12.223 -0.391 0.07 -0.33 0.43 0.03
H 2.417 12.852 -1.187 -0.41 0.21 -0.29 0.03
C 9.613 21.071 -4.937 -0.43 -0.52 1.12 -0.46
O 9.220 20.456 -3.769 -0.72 -0.63 1.04 -0.56
H 10.179 20.349 -5.525 0.56 0.34 -0.67 0.03
H 8.779 21.432 -5.539 -0.49 0.02 -0.53 0.02
H 10.155 21.984 -4.689 0.79 0.29 -0.38 0.03
P 11.105 14.929 3.361 0.94 -0.81 0.48 0.22
F 10.476 14.236 4.730 0.24 1.54 -1.29 -0.18
F 10.488 13.719 2.455 -0.29 0.60 0.28 -0.19
F 9.790 15.851 3.072 -0.24 -0.39 0.19 -0.21
F 11.804 15.532 2.001 -0.21 0.26 -0.41 -0.24
F 11.747 16.264 4.143 -0.47 -1.43 0.09 -0.22
F 12.436 14.033 3.589 -0.13 0.71 0.23 -0.17
C 7.260 10.610 -10.071 -1.00 -0.04 0.06 0.00
C 6.455 11.926 -10.255 2.89 -2.57 -1.83 -0.34
C 5.045 11.847 -9.848 -0.34 -0.26 0.23 -0.08
O 5.041 12.785 -8.778 -4.04 -0.59 0.21 0.11
C 6.165 13.411 -8.648 0.60 1.30 1.87 -0.66
O 6.388 14.286 -7.863 -0.17 0.31 0.07 0.14
O 7.044 12.869 -9.417 2.55 0.46 -1.59 0.13
H 6.838 10.149 -9.177 0.44 -0.25 0.20 0.08
H 8.341 10.721 -9.980 -0.19 0.38 0.05 0.09
H 7.078 9.924 -10.897 -0.12 0.03 -0.07 0.08
H 6.534 12.165 -11.315 0.24 0.77 0.10 0.15
H 4.804 10.846 -9.490 -0.34 0.20 0.19 0.14
H 4.422 12.109 -10.703 -0.52 0.32 0.56 0.14
C 5.913 6.532 -4.168 -0.21 -0.07 0.53 -0.03
C 6.807 7.294 -3.183 1.37 -1.08 -2.50 -0.28
C 8.127 6.527 -2.918 -1.27 0.62 1.05 -0.06
O 9.110 7.574 -2.984 1.93 -1.99 1.64 0.09
C 8.692 8.587 -3.679 -0.65 0.80 -1.62 -0.61
O 9.327 9.504 -4.134 -0.42 -0.74 0.84 0.14
O 7.401 8.356 -3.940 -2.01 2.21 -0.39 0.06
H 4.963 7.037 -4.345 -0.12 -0.14 0.42 0.08
H 5.788 5.544 -3.726 -0.57 -0.11 -0.10 0.09
H 6.314 6.384 -5.170 0.65 0.18 0.25 0.09
H 6.249 7.574 -2.290 0.29 0.53 -0.05 0.16
H 8.286 5.763 -3.679 0.32 0.09 0.10 0.14
H 8.059 6.133 -1.905 0.71 -0.26 -0.16 0.14
C 17.202 16.375 0.232 0.02 1.95 1.66 -0.21
C 17.604 15.055 -0.244 2.02 -1.54 -0.22 -0.22
O 16.843 14.753 -1.377 -1.70 1.46 -2.37 -0.18
S 16.618 16.209 -2.229 -0.98 0.08 0.54 0.77
O 15.220 16.364 -2.669 3.24 -0.83 0.44 -0.27
O 17.758 16.493 -3.096 -2.33 -0.76 1.64 -0.23
O 16.700 17.087 -0.859 -0.75 0.34 -2.42 -0.21
H 18.013 17.031 0.548 0.32 -0.64 0.60 0.14
H 16.443 16.340 1.013 -0.14 -0.04 -0.06 0.14
H 17.475 14.270 0.502 -0.10 0.02 -0.18 0.15
H 18.634 15.062 -0.600 0.33 -0.04 0.43 0.14
```
Forces are in eV/Å.

As for the frontier orbital gap: 2.99 eV. The maximum force comes out at 4.27 eV/Å. The net charge is +1.



# 2
Computed, not measured: a structure of composition C34H66N12O4S3SeV, with wB97M-V/def2-TZVPD.

Structure (XYZ):
```
121
Properties=species:S:1:pos:R:3:forces:R:3:lowdin_charge:R:1
V 0.647 -0.421 0.422 -0.05 -0.36 -1.53 0.31
C 2.292 -4.735 -1.780 0.00 0.05 -0.07 -0.06
N 0.891 -4.393 -1.669 0.12 0.12 0.12 -0.17
C -0.032 -5.406 -2.128 -0.03 0.04 0.03 -0.07
C 0.493 -3.363 -0.808 -0.69 -0.43 -0.13 -0.40
N 0.914 -2.147 -0.944 0.13 -0.26 -0.29 0.02
C 1.570 -1.784 -2.204 -0.12 -0.29 -0.08 -0.19
C 1.378 -0.308 -2.503 -0.11 -0.18 0.17 -0.18
N 1.749 0.476 -1.330 0.38 0.68 0.25 -0.20
C 3.168 0.279 -0.936 -0.07 0.04 0.06 -0.16
C 3.348 0.446 0.565 -0.14 -0.10 0.03 -0.20
N 2.606 -0.653 1.187 0.46 -0.07 0.29 -0.01
C 3.172 -1.273 2.182 0.30 0.37 0.15 -0.38
N 2.840 -2.528 2.549 -0.04 -0.14 0.01 -0.11
C 1.941 -3.311 1.725 0.58 0.16 0.29 -0.05
C 2.822 -2.940 3.948 0.08 -0.11 -0.01 -0.05
N 4.221 -0.645 2.872 -0.29 -0.34 0.23 -0.17
C 3.833 0.487 3.705 0.13 0.02 -0.08 -0.06
C 5.366 -1.399 3.338 -0.07 0.05 -0.05 -0.08
C 1.567 1.947 -1.534 -0.29 -0.19 -0.13 -0.16
C 0.358 2.439 -2.337 0.03 0.10 -0.03 -0.21
N -0.957 2.320 -1.743 -0.02 0.15 0.02 0.08
C -1.854 3.199 -2.017 0.27 0.03 0.06 -0.41
N -3.040 3.241 -1.311 0.05 0.06 0.01 -0.16
C -4.296 3.509 -1.972 -0.02 -0.03 0.00 -0.07
C -3.153 2.806 0.067 -0.04 0.15 0.15 -0.09
N -1.707 4.199 -2.997 -0.12 -0.10 0.02 -0.17
C -1.484 3.825 -4.377 0.00 0.00 0.00 -0.07
C -2.306 5.509 -2.838 0.07 -0.02 0.04 -0.08
N -0.401 -3.735 0.159 0.15 -0.12 -0.39 -0.12
C -0.262 -5.001 0.854 -0.28 -0.22 -0.08 -0.06
C -1.288 -2.802 0.834 -0.13 -0.47 -0.13 -0.14
H 2.472 -5.737 -1.369 0.01 0.01 0.00 0.09
H 2.895 -4.031 -1.212 0.02 0.02 -0.01 0.08
H 2.634 -4.730 -2.820 0.00 0.01 -0.01 0.09
H 0.097 -6.367 -1.615 0.00 0.00 0.03 0.08
H 0.121 -5.580 -3.197 0.00 0.01 0.00 0.09
H -1.055 -5.068 -1.975 0.00 0.00 0.02 0.09
H 1.188 -2.359 -3.054 -0.11 -0.09 0.08 0.13
H 2.640 -2.007 -2.155 -0.04 -0.10 -0.08 0.09
H 0.318 -0.134 -2.669 -0.02 -0.01 -0.11 0.09
H 1.927 -0.022 -3.413 0.14 -0.01 0.08 0.14
H 3.816 0.954 -1.508 0.02 0.03 0.03 0.12
H 3.466 -0.744 -1.159 0.03 0.12 -0.04 0.11
H 2.954 1.408 0.907 0.04 0.07 -0.03 0.06
H 4.408 0.392 0.819 0.05 0.06 -0.04 0.12
H 2.094 -3.057 0.682 0.13 0.06 0.28 0.07
H 0.904 -3.134 2.015 0.28 0.16 0.04 0.06
H 2.170 -4.371 1.880 0.01 0.06 0.05 0.11
H 3.443 -3.829 4.085 0.04 -0.03 0.00 0.09
H 1.791 -3.159 4.234 0.09 -0.02 0.01 0.08
H 3.167 -2.145 4.597 0.01 0.05 0.01 0.07
H 2.864 0.867 3.381 -0.01 0.03 -0.02 0.06
H 4.590 1.276 3.649 0.00 -0.11 0.02 0.07
H 3.728 0.187 4.755 -0.01 -0.03 -0.02 0.09
H 5.501 -2.288 2.724 -0.01 0.00 0.00 0.09
H 5.291 -1.710 4.386 -0.04 -0.02 0.04 0.08
H 6.260 -0.775 3.244 0.01 -0.01 -0.01 0.08
H 2.426 2.300 -2.124 0.01 0.01 0.05 0.12
H 1.605 2.437 -0.562 0.00 0.00 0.06 0.06
H 0.373 1.927 -3.307 0.04 0.00 -0.03 0.09
H 0.589 3.491 -2.562 -0.02 0.01 -0.01 0.12
H -4.816 4.366 -1.531 0.02 0.00 0.00 0.09
H -4.958 2.640 -1.884 -0.01 0.01 0.02 0.09
H -4.143 3.705 -3.031 -0.01 -0.03 -0.01 0.08
H -2.180 2.518 0.459 0.10 0.04 0.03 0.02
H -3.811 1.937 0.156 -0.02 0.22 0.02 0.04
H -3.573 3.613 0.676 0.04 0.04 -0.02 0.10
H -1.024 2.845 -4.445 0.00 -0.04 0.00 0.07
H -0.821 4.545 -4.865 0.01 -0.01 0.01 0.09
H -2.427 3.799 -4.943 0.00 0.02 0.00 0.09
H -2.508 5.703 -1.788 0.01 0.00 0.04 0.09
H -3.243 5.622 -3.397 0.00 0.01 -0.01 0.08
H -1.609 6.268 -3.204 0.00 -0.01 0.01 0.09
H 0.531 -5.604 0.423 0.06 -0.03 -0.03 0.08
H -1.196 -5.570 0.820 -0.01 0.02 -0.05 0.10
H -0.020 -4.822 1.906 -0.19 -0.07 -0.09 0.09
H -1.243 -1.834 0.352 -0.23 -0.93 0.01 -0.04
H -1.029 -2.684 1.889 -0.07 -0.46 -0.39 0.01
H -2.314 -3.181 0.781 -0.02 -0.10 0.00 0.10
C 4.237 3.896 2.455 -0.10 -0.03 0.00 -0.04
N 3.128 4.716 2.007 0.06 -0.05 0.04 -0.17
C 3.080 6.093 2.127 0.00 -0.03 0.01 -0.07
C 1.913 6.475 1.572 -0.03 0.00 0.02 -0.07
N 1.300 5.314 1.137 0.08 0.03 0.00 -0.17
C 0.026 5.271 0.460 -0.08 0.06 -0.02 -0.05
C 2.032 4.201 1.390 0.18 0.06 -0.03 -0.06
Se 0.216 1.542 1.886 -0.72 0.48 0.51 0.33
H 4.968 3.753 1.659 0.01 0.01 0.00 0.09
H 3.847 2.927 2.759 0.02 0.15 -0.08 0.05
H 4.724 4.370 3.306 0.00 -0.01 0.01 0.09
H 3.856 6.667 2.603 -0.01 -0.01 -0.01 0.11
H 1.468 7.449 1.468 0.01 -0.02 0.00 0.11
H 0.090 5.787 -0.500 -0.05 0.01 -0.04 0.09
H -0.751 5.734 1.071 0.00 -0.02 -0.02 0.09
H -0.214 4.226 0.304 -0.13 -0.16 -0.05 0.04
C -6.753 -4.133 0.110 0.00 0.00 0.00 -0.05
C -5.700 -3.104 -0.194 -0.01 0.01 0.01 -0.26
C -5.697 -1.869 0.440 0.01 -0.01 0.02 -0.02
C -4.720 -0.922 0.154 0.01 -0.03 0.02 -0.06
C -3.744 -1.208 -0.784 -0.04 -0.02 -0.06 -0.38
C -3.721 -2.445 -1.420 -0.05 0.00 0.00 -0.08
C -4.695 -3.379 -1.126 0.06 -0.01 -0.01 -0.04
S -2.511 0.046 -1.104 0.14 -0.16 -0.14 0.97
C -2.849 0.195 -2.862 -0.07 -0.07 -0.06 -0.19
O -1.180 -0.667 -1.034 -0.18 0.76 -0.49 -0.59
H -7.382 -3.821 0.941 0.00 0.00 0.00 0.08
H -6.300 -5.091 0.367 0.00 0.00 0.00 0.08
H -7.395 -4.296 -0.758 0.00 0.00 0.00 0.08
H -6.453 -1.649 1.184 0.00 0.00 0.00 0.12
H -4.705 0.027 0.678 -0.02 -0.06 0.01 0.10
H -2.924 -2.682 -2.116 0.00 -0.01 0.01 0.11
H -4.674 -4.348 -1.614 -0.01 0.01 0.00 0.12
H -2.794 -0.788 -3.326 0.00 0.00 -0.01 0.06
H -2.106 0.866 -3.281 0.01 -0.01 0.04 0.03
H -3.851 0.612 -2.977 0.00 -0.02 -0.02 0.06
O 0.994 -0.867 4.104 -0.15 0.12 -0.07 -0.39
S -0.421 -1.174 4.014 0.08 0.43 0.09 0.21
O -1.252 -0.556 5.015 -0.05 -0.08 -0.02 -0.36
O -0.698 -2.581 3.747 0.03 -0.16 0.38 -0.41
S -1.080 -0.288 2.130 0.40 1.29 1.10 0.31
```
Forces are in eV/Å.

Its multiplicity is 4. As for the frontier orbital gap (alpha / beta): 5.94 / 6.75 eV. The maximum force comes out at 1.74 eV/Å. Its expectation value of S² is 3.76. As for the energy above the lowest of the compared OMol25 structures with the same formula, charge and spin: 32.99 kcal/mol.



# 3
Computed, not measured: a structure of composition C49H39BeN7PS, with wB97M-V/def2-TZVPD.

Structure (XYZ):
```
98
Properties=species:S:1:pos:R:3:forces:R:3:lowdin_charge:R:1
Be -0.206 -0.301 -0.113 0.30 -0.56 0.21 0.21
C -5.184 -1.004 -0.257 0.06 -0.01 0.06 0.01
N -3.839 -1.037 0.306 -0.06 0.06 0.06 -0.03
C -2.747 -0.449 -0.219 -0.11 -0.01 0.10 -0.40
N -1.711 -0.661 0.574 -0.16 0.12 -0.22 0.01
C -2.131 -1.348 1.675 0.16 -0.22 -0.14 -0.16
C -3.467 -1.623 1.507 -0.19 0.20 0.05 -0.08
C -4.427 -2.293 2.397 0.07 -0.02 -0.04 -0.19
C -5.207 -3.353 1.942 -0.01 -0.04 0.02 -0.04
C -6.091 -3.987 2.802 0.03 0.03 0.01 -0.06
C -6.193 -3.571 4.121 0.00 0.00 0.01 -0.07
C -5.411 -2.520 4.582 -0.01 -0.01 -0.05 -0.06
C -4.532 -1.880 3.723 -0.02 0.01 0.03 -0.02
C -1.160 -1.660 2.728 -0.10 0.10 0.05 -0.21
C -1.223 -2.830 3.471 0.01 -0.08 0.05 -0.02
C -0.236 -3.106 4.405 0.00 0.01 -0.03 -0.06
C 0.815 -2.223 4.601 -0.01 0.02 -0.04 -0.07
C 0.879 -1.047 3.867 -0.09 -0.03 0.03 -0.06
C -0.108 -0.768 2.937 -0.03 0.10 0.15 -0.05
P -2.553 0.657 -1.654 0.02 0.10 0.00 1.21
C -1.444 1.838 -0.759 -0.02 -0.03 -0.09 -0.37
N -0.375 1.463 -0.057 -0.04 -0.28 -0.11 0.10
C 0.188 2.577 0.485 0.16 -0.05 0.20 -0.13
C -0.555 3.668 0.105 -0.12 0.11 -0.07 -0.09
N -1.577 3.177 -0.684 -0.02 0.03 0.05 -0.03
C -2.602 3.982 -1.338 0.03 -0.02 -0.02 0.00
C -0.355 5.101 0.376 0.02 -0.07 -0.02 -0.19
C 0.863 5.690 0.047 0.02 0.03 0.02 -0.02
C 1.081 7.032 0.318 -0.04 -0.02 0.00 -0.06
C 0.084 7.792 0.912 -0.01 0.00 -0.01 -0.07
C -1.132 7.209 1.243 0.04 -0.04 -0.01 -0.06
C -1.349 5.866 0.980 -0.01 0.03 0.02 -0.04
C 1.373 2.464 1.347 0.00 0.05 -0.04 -0.17
C 1.500 3.231 2.502 -0.01 0.01 0.04 -0.02
C 2.603 3.066 3.323 0.03 -0.04 -0.02 -0.06
C 3.583 2.135 3.001 -0.03 0.00 -0.01 -0.07
C 3.462 1.371 1.849 -0.04 0.05 0.02 -0.05
C 2.362 1.539 1.023 0.02 -0.01 -0.08 -0.03
C -1.173 -0.246 -2.439 0.08 -0.11 0.10 -0.40
N -0.019 -0.444 -1.807 -0.19 0.17 -0.21 0.05
C 0.880 -0.958 -2.710 -0.13 -0.17 0.11 -0.13
C 0.202 -1.167 -3.890 -0.06 0.16 -0.18 -0.09
N -1.083 -0.697 -3.700 0.00 0.04 -0.08 -0.03
C -2.140 -0.701 -4.703 0.02 -0.02 0.06 0.01
C 0.607 -1.802 -5.158 0.02 -0.04 0.13 -0.21
C 0.658 -1.080 -6.347 -0.01 -0.01 -0.05 -0.04
C 1.056 -1.703 -7.520 -0.01 -0.03 0.07 -0.06
C 1.406 -3.047 -7.505 0.01 0.00 -0.02 -0.07
C 1.354 -3.769 -6.321 -0.02 0.02 0.00 -0.06
C 0.953 -3.151 -5.147 0.03 0.03 -0.04 -0.01
C 2.312 -1.127 -2.420 0.03 0.00 -0.10 -0.14
C 2.793 -1.227 -1.120 0.10 -0.08 0.19 -0.09
C 4.147 -1.390 -0.870 0.04 0.00 -0.19 -0.06
C 5.047 -1.431 -1.926 -0.04 0.00 0.08 -0.06
C 4.584 -1.297 -3.227 -0.04 0.00 0.01 -0.06
C 3.229 -1.145 -3.473 0.05 0.04 0.00 -0.02
H -5.290 -0.110 -0.868 -0.01 -0.01 -0.01 0.08
H -5.363 -1.888 -0.866 -0.04 0.00 0.00 0.10
H -5.906 -0.976 0.556 0.00 0.00 -0.03 0.10
H -5.100 -3.706 0.924 0.00 0.00 -0.03 0.12
H -6.687 -4.815 2.445 -0.02 -0.02 -0.01 0.11
H -6.877 -4.069 4.794 -0.01 -0.01 0.01 0.11
H -5.486 -2.197 5.611 0.00 0.01 0.04 0.11
H -3.918 -1.063 4.078 0.01 0.01 0.00 0.12
H -2.021 -3.541 3.300 0.01 0.00 -0.02 0.12
H -0.273 -4.031 4.962 -0.01 -0.03 0.03 0.11
H 1.595 -2.460 5.311 0.02 0.00 0.03 0.11
H 1.689 -0.348 4.017 0.04 0.01 -0.02 0.10
H -0.083 0.183 2.412 0.01 -0.03 -0.04 0.09
H -2.172 4.944 -1.603 -0.02 -0.01 -0.01 0.10
H -2.934 3.472 -2.240 -0.01 0.02 0.02 0.08
H -3.450 4.137 -0.674 -0.01 0.01 -0.01 0.10
H 1.639 5.092 -0.413 0.01 -0.01 -0.02 0.13
H 2.029 7.483 0.062 0.03 0.02 0.00 0.11
H 0.255 8.839 1.121 0.00 0.02 0.01 0.11
H -1.905 7.797 1.717 -0.03 0.02 0.01 0.11
H -2.287 5.405 1.267 -0.02 -0.01 0.00 0.12
H 0.728 3.942 2.768 -0.01 0.02 -0.01 0.12
H 2.695 3.660 4.221 0.01 0.02 0.03 0.11
H 4.440 2.007 3.648 0.02 0.00 0.01 0.11
H 4.226 0.654 1.583 0.02 -0.03 0.01 0.10
H 2.297 0.971 0.100 0.00 0.06 0.07 0.09
H -2.040 -1.598 -5.307 -0.03 0.02 -0.01 0.11
H -3.107 -0.707 -4.205 0.01 0.01 -0.01 0.08
H -2.065 0.175 -5.345 -0.01 -0.01 -0.02 0.10
H 0.406 -0.027 -6.352 0.00 0.03 0.01 0.12
H 1.102 -1.140 -8.442 0.00 0.02 -0.03 0.11
H 1.723 -3.531 -8.418 0.00 -0.01 -0.01 0.11
H 1.626 -4.815 -6.310 0.01 -0.03 -0.01 0.11
H 0.916 -3.701 -4.216 0.01 -0.02 0.02 0.13
H 2.122 -1.255 -0.271 0.03 0.05 -0.16 0.02
H 4.483 -1.522 0.148 0.01 -0.01 0.05 0.11
H 6.103 -1.572 -1.737 0.02 0.01 0.01 0.11
H 5.276 -1.311 -4.057 0.02 0.00 -0.01 0.11
H 2.892 -1.023 -4.493 -0.02 -0.02 -0.02 0.11
S 0.151 -2.868 0.009 0.38 0.38 0.15 0.67
C 1.450 -3.130 1.049 -0.50 0.01 -0.17 -0.84
N 2.334 -3.270 1.781 0.29 -0.01 0.09 0.07
```
Forces are in eV/Å.

As for the frontier orbital gap: 7.06 eV. The maximum force comes out at 0.67 eV/Å. The net charge is +1.



Q: What is the maximum force in the first record?
A: 4.27 eV/Å